Formula: C31H27BiI2N2O5
Source: OMol25
Level of theory: ωB97M-V with the def2-TZVPD basis set

Cartesian coordinates (Å):
Bi  -0.7128  -0.5402  -1.9608
C  0.9007  3.6035  -1.9043
C  -0.3307  3.9538  -2.4384
C  -0.7793  3.3488  -3.6054
C  0.0092  2.4021  -4.2433
C  1.2489  2.0594  -3.7159
C  1.6910  2.6566  -2.5434
H  1.2434  4.0663  -0.9872
H  -0.9489  4.6878  -1.9371
H  -1.7495  3.6075  -4.0086
H  -0.3340  1.9311  -5.1558
H  1.8665  1.3197  -4.2059
H  2.6565  2.3862  -2.1332
I  -0.1020  -3.4393  -3.1471
C  -1.0849  -4.2127  -1.4833
C  -0.9693  -5.5639  -1.3192
C  -1.6466  -6.2090  -0.2663
C  -2.4378  -5.4725  0.5578
C  -2.5697  -4.0721  0.3946
C  -3.4333  -3.3636  1.2665
C  -3.5948  -2.0240  1.1311
C  -2.8563  -1.3270  0.1521
C  -1.9840  -1.9485  -0.6959
C  -1.8594  -3.3781  -0.6253
H  -0.3680  -6.1458  -2.0032
H  -1.5445  -7.2773  -0.1364
H  -2.9892  -5.9450  1.3609
H  -3.9658  -3.9168  2.0297
H  -4.2650  -1.4774  1.7813
H  -2.9970  -0.2573  0.1124
C  2.7923  -2.9860  2.4115
C  2.7666  -1.4690  2.5373
C  2.5806  -0.7477  1.2054
C  2.4188  0.7921  1.4040
C  3.5586  1.4609  2.1595
C  3.7877  -0.9617  0.3154
O  4.9183  -1.0812  0.7265
N  3.5329  -0.9384  -1.0390
C  2.2836  -0.9090  -1.6390
O  2.1936  -0.7870  -2.8515
N  1.1859  -1.0407  -0.8460
C  1.2750  -1.1650  0.5322
O  0.3208  -1.4983  1.1941
H  3.0152  -3.4436  3.3748
H  3.5716  -3.3048  1.7168
H  1.8344  -3.3752  2.0662
H  3.7095  -1.1276  2.9655
H  1.9629  -1.1501  3.2027
H  1.4748  0.9224  1.9391
H  2.2802  1.2637  0.4267
H  3.5622  1.1800  3.2119
H  3.4502  2.5447  2.1078
H  4.5320  1.1999  1.7450
H  4.3264  -0.9657  -1.6635
I  -3.4079  6.3884  3.2578
C  -2.8684  4.8221  2.0014
C  -3.6537  4.5325  0.8931
C  -3.2897  3.4869  0.0607
C  -2.1510  2.7412  0.3341
C  -1.3735  3.0380  1.4467
C  -1.7292  4.0812  2.2863
C  -1.7632  1.6276  -0.5731
O  -2.4653  1.3140  -1.5514
O  -0.6842  0.9881  -0.3037
H  -4.5381  5.1169  0.6825
H  -3.8825  3.2391  -0.8094
H  -0.4932  2.4442  1.6480
H  -1.1277  4.3149  3.1532

Properties
HOMO, eV: -8.46
Relative energy (zero: lowest compared OMol25 entry of this formula, charge and spin), kcal per mole: 6.7
Kohn-Sham gap, eV: 8.5

Formula: C31H27Cl69INO5S
Source: OMol25
Level of theory: ωB97M-V with the def2-TZVPD basis set

Cartesian coordinates (Å):
C  -0.2467  -8.1666  0.3275
C  0.1654  -7.3456  -1.0317
I  1.4906  -5.6828  -0.3970
C  -1.1548  -6.8007  -1.9019
O  -1.1695  -5.3403  -1.7258
C  -1.9873  -4.6655  -2.7552
O  -2.9381  -5.4514  -3.3355
N  -1.9238  -3.2468  -3.2042
C  -0.6414  -2.7943  -3.8067
C  0.7257  -3.0653  -2.9571
C  1.9788  -2.2766  -3.7324
C  2.5468  -0.9948  -2.8803
S  4.2035  -1.4411  -2.0996
O  4.5026  -0.4455  -0.9130
O  4.1288  -2.8969  -1.4955
Cl  5.6719  -1.3314  -3.6204
O  -2.5710  -2.3622  -2.4608
C  -2.2106  -2.3831  -1.0410
C  -2.1641  -0.8378  -0.4793
C  -3.2155  0.1907  -1.2151
C  -2.3269  -0.6873  1.1441
C  -2.2336  -2.0876  1.9901
C  -1.0502  0.2522  1.6774
H  0.5987  -8.9804  0.5287
H  -1.3092  -8.6700  0.2583
H  -0.1779  -7.4169  1.2498
H  0.8404  -8.0584  -1.6873
H  -2.1274  -7.2327  -1.4001
H  -0.9819  -7.1599  -3.0031
H  -0.7168  -1.6145  -3.9707
H  -0.5505  -3.2438  -4.9074
H  0.9801  -4.2238  -3.0767
H  0.7175  -2.7009  -1.8463
H  1.6404  -1.9444  -4.8118
H  2.8977  -3.0175  -3.9008
H  2.6468  -0.0272  -3.5592
H  1.7965  -0.7675  -1.9864
H  -1.1774  -2.8684  -0.7857
H  -3.0287  -3.0622  -0.4987
H  -1.0734  -0.4303  -0.7419
H  -3.1834  0.1737  -2.3858
H  -2.8883  1.2945  -0.9000
H  -4.3186  0.0726  -0.7825
H  -3.2934  -0.0472  1.3533
H  -1.1882  -2.6178  1.9568
H  -2.4647  -1.8187  3.1245
H  -3.0882  -2.8597  1.6800
H  -0.0828  -0.2727  1.2519
H  -1.0331  0.2199  2.8519
H  -1.1853  1.3253  1.2247
C  -3.7489  2.9994  -4.0858
Cl  -4.6141  3.1148  -2.5325
Cl  -2.2009  2.1516  -3.8418
Cl  -4.7440  2.0943  -5.2541
Cl  -3.4365  4.6369  -4.7147
C  5.3914  0.3114  2.8542
Cl  4.7646  -1.2914  2.3931
Cl  6.7782  0.1125  3.9551
Cl  5.9136  1.1877  1.3935
Cl  4.1092  1.2368  3.6754
C  4.4105  -0.3156  7.6993
Cl  4.6965  -0.7854  6.0047
Cl  2.9049  0.6312  7.8071
Cl  4.2649  -1.7792  8.7049
Cl  5.7754  0.6710  8.2806
C  6.7710  -1.6651  -7.6152
Cl  5.0056  -1.4915  -7.4492
Cl  7.5766  -0.8982  -6.2232
Cl  7.1954  -3.3947  -7.6681
Cl  7.3064  -0.8759  -9.1201
C  -5.3266  -3.1499  4.3925
Cl  -6.0784  -4.2624  3.2214
Cl  -5.1091  -1.5508  3.6373
Cl  -6.3780  -2.9933  5.8224
Cl  -3.7409  -3.7929  4.8889
C  0.3574  6.8226  -4.5341
Cl  -0.5152  8.2400  -3.8987
Cl  2.0998  7.0024  -4.2076
Cl  -0.2468  5.3473  -3.7384
Cl  0.0921  6.7006  -6.2917
C  -7.7198  0.8809  -0.7041
Cl  -7.4337  0.4111  -2.3988
Cl  -9.2253  1.8277  -0.5963
Cl  -7.8653  -0.5827  0.3015
Cl  -6.3548  1.8675  -0.1228
C  -3.1770  7.6338  -8.4613
Cl  -3.2823  6.9744  -6.8095
Cl  -4.4595  8.8476  -8.6990
Cl  -1.5848  8.3985  -8.6952
Cl  -3.3815  6.3148  -9.6415
C  9.2833  3.7354  1.1093
Cl  9.4699  2.7771  -0.3811
Cl  8.6066  2.7058  2.3965
Cl  10.8736  4.3559  1.6196
Cl  8.1829  5.1026  0.8025
C  1.2698  4.0162  1.4558
Cl  0.5108  3.5286  2.9923
Cl  1.3006  5.7944  1.3467
Cl  2.9359  3.3883  1.3908
Cl  0.3318  3.3538  0.0936
C  -4.8600  1.4435  6.7317
Cl  -5.4128  -0.2333  6.4930
Cl  -6.0588  2.5678  6.0435
Cl  -4.6754  1.7658  8.4742
Cl  -3.2929  1.6740  5.9158
C  -0.1038  -6.0871  5.4156
Cl  1.1450  -5.2798  4.4342
Cl  0.6775  -7.0594  6.6880
Cl  -1.1542  -4.8596  6.1669
Cl  -1.0833  -7.1496  4.3735
C  -7.7028  -6.9732  7.2794
Cl  -8.3296  -8.5760  6.8184
Cl  -6.3160  -7.1721  8.3803
Cl  -7.1806  -6.0969  5.8187
Cl  -8.9850  -6.0478  8.1006
C  1.8040  4.6217  8.6293
Cl  1.3254  4.7404  10.3414
Cl  3.4885  4.0510  8.5217
Cl  0.7324  3.4711  7.7914
Cl  1.6698  6.2245  7.8627
C  4.0439  7.5332  11.4141
Cl  3.9386  6.8738  13.0659
Cl  2.7614  8.7471  11.1764
Cl  5.6360  8.2979  11.1802
Cl  3.8394  6.2142  10.2339
C  4.7665  -5.3114  -10.2546
Cl  3.9013  -5.1960  -8.7013
Cl  6.3145  -6.1592  -10.0105
Cl  3.7714  -6.2165  -11.4229
Cl  5.0789  -3.6739  -10.8835
C  -1.0249  12.6659  -9.1909
Cl  -2.4666  11.7754  -9.7412
Cl  0.3677  12.2316  -10.2141
Cl  -1.3269  14.4176  -9.3113
Cl  -0.6735  12.2388  -7.4972

Properties
HOMO, eV: -9.18
Kohn-Sham gap, eV: 8.0

Formula: C31H27ClO6P2STi
Source: OMol25
Level of theory: ωB97M-V with the def2-TZVPD basis set

Cartesian coordinates (Å):
Ti  -0.0513  -2.3120  0.1049
O  1.6251  -5.4525  0.3330
Cl  1.5247  -4.2511  -0.3426
O  0.1862  -4.0200  -0.8945
O  1.5647  -3.0975  0.6490
O  2.4924  -3.9965  -1.3165
O  -0.4170  -0.7674  0.8868
P  -0.3755  0.7750  0.6972
C  -1.0581  1.0079  -1.0042
P  -0.3297  -0.2348  -2.1593
O  -0.5933  -1.6173  -1.5218
C  -1.1099  -0.1979  -3.7564
C  -1.8550  -1.3039  -4.1671
C  -2.4257  -1.2929  -5.4291
C  -2.2754  -0.1851  -6.2518
C  -1.5448  0.9201  -5.8315
C  -0.9378  0.9082  -4.5895
C  1.4162  0.1438  -2.2760
C  2.3232  -0.9098  -2.3727
C  3.6691  -0.6383  -2.5551
C  4.1078  0.6748  -2.6409
C  3.2001  1.7249  -2.5699
C  1.8524  1.4623  -2.4016
C  1.3407  1.2785  0.8737
C  2.3093  0.3226  1.1784
C  3.6245  0.7144  1.3633
C  3.9739  2.0534  1.2506
C  3.0078  3.0062  0.9644
C  1.6918  2.6252  0.7726
C  -1.5452  1.5040  1.8281
C  -1.3006  2.6827  2.5275
C  -2.3033  3.2107  3.3249
C  -3.5348  2.5761  3.4091
C  -3.7666  1.3856  2.7285
C  -2.7730  0.8433  1.9352
H  -0.9042  2.0252  -1.3649
H  -2.1316  0.8077  -0.9478
H  -1.9720  -2.1533  -3.5078
H  -2.9888  -2.1513  -5.7682
H  -2.7273  -0.1878  -7.2344
H  -1.4475  1.7838  -6.4744
H  -0.3230  1.7449  -4.2791
H  1.9733  -1.9331  -2.3484
H  4.3699  -1.4548  -2.6675
H  5.1603  0.8788  -2.7859
H  3.5426  2.7458  -2.6709
H  1.1478  2.2847  -2.3797
H  2.0457  -0.7138  1.3047
H  4.3747  -0.0243  1.6115
H  5.0036  2.3503  1.3982
H  3.2767  4.0515  0.8941
H  0.9351  3.3689  0.5492
H  -0.3340  3.1674  2.4732
H  -2.1261  4.1271  3.8707
H  -4.3172  3.0022  4.0222
H  -4.7270  0.8945  2.8041
H  -2.9318  -0.1006  1.4242
S  -1.6405  -3.4097  1.3365
C  -1.4688  -2.6319  2.9398
C  -2.6177  -2.3747  3.6797
C  -2.5239  -1.6993  4.8873
C  -1.2946  -1.2463  5.3416
C  -0.1412  -1.5662  4.6378
C  -0.2180  -2.2883  3.4585
H  -3.5744  -2.7256  3.3139
H  -3.4172  -1.5248  5.4719
H  -1.2256  -0.6791  6.2597
H  0.8254  -1.2726  5.0273
H  0.6845  -2.6381  2.9760

Properties
HOMO, eV: -13.82
Relative energy (zero: lowest compared OMol25 entry of this formula, charge and spin), kcal per mole: 17.1
Charge: +2
Kohn-Sham gap, eV: 6.8

Formula: C31H27GeN6O2PtS2
Source: OMol25
Level of theory: ωB97M-V with the def2-TZVPD basis set

Cartesian coordinates (Å):
Pt  2.8066  -1.1168  -1.4309
C  7.3846  -4.1747  -3.2233
S  6.2083  -4.6844  -1.9571
C  4.9745  -3.4064  -2.1254
S  5.4257  -1.7905  -2.2662
N  3.7405  -3.9093  -2.1318
N  2.7658  -2.9984  -2.1123
C  1.6641  -3.2635  -2.7421
C  0.8716  -2.1143  -3.1255
C  -0.3766  -2.1672  -3.7326
C  -0.9771  -0.9995  -4.1510
C  -0.3064  0.2092  -3.9873
C  0.9216  0.2055  -3.3666
N  1.4919  -0.9237  -2.9260
H  8.2460  -4.8365  -3.1275
H  7.6824  -3.1430  -3.0558
H  6.9417  -4.2875  -4.2123
H  1.4550  -4.2757  -3.0659
H  -0.8665  -3.1272  -3.8364
H  -1.9613  -1.0187  -4.6014
H  -0.7360  1.1410  -4.3271
H  1.4829  1.1134  -3.1968
N  3.5463  -1.4811  0.3944
C  4.0091  -1.9927  1.3291
N  4.5896  -2.5074  2.3381
C  4.1105  -3.0136  3.4458
N  3.7677  -3.4696  4.4590
O  2.5288  0.8922  -0.8772
C  1.3480  1.1742  -0.4247
O  0.4308  0.3829  -0.2265
C  1.0673  2.6503  -0.1789
C  0.2152  2.8613  1.0795
Ge  -1.3094  1.6257  1.2236
C  -1.1333  0.0131  2.2977
C  -2.3018  -0.6475  2.6870
C  -2.2445  -1.7902  3.4782
C  -1.0143  -2.2732  3.9080
C  0.1552  -1.6216  3.5370
C  0.0935  -0.4908  2.7310
C  -2.3725  1.3876  -0.3981
C  -2.8750  0.1315  -0.7448
C  -3.7509  -0.0166  -1.8153
C  -4.1210  1.0883  -2.5737
C  -3.6015  2.3399  -2.2639
C  -2.7414  2.4851  -1.1797
C  -2.5180  2.7297  2.3817
C  -2.0251  3.1504  3.6236
C  -2.7591  3.9871  4.4544
C  -4.0190  4.4248  4.0606
C  -4.5357  4.0108  2.8414
C  -3.7916  3.1714  2.0146
H  0.5119  2.9877  -1.0608
H  2.0100  3.1951  -0.1443
H  -0.1814  3.8768  1.1174
H  0.8270  2.7228  1.9769
H  -3.2675  -0.2584  2.3756
H  -3.1591  -2.2976  3.7632
H  -0.9628  -3.1545  4.5360
H  1.1126  -2.0017  3.8772
H  1.0151  -0.0098  2.4235
H  -2.5705  -0.7394  -0.1732
H  -4.1482  -0.9968  -2.0576
H  -4.8097  0.9748  -3.4031
H  -3.8814  3.2050  -2.8548
H  -2.3557  3.4712  -0.9366
H  -1.0459  2.8100  3.9514
H  -2.3514  4.3005  5.4086
H  -4.5943  5.0810  4.7027
H  -5.5198  4.3435  2.5306
H  -4.2158  2.8558  1.0671

Properties
HOMO (spin up / spin down), eV: -4.69 / -4.69
Relative energy (zero: lowest compared OMol25 entry of this formula, charge and spin), kcal per mole: 16.3
Charge: -1
Kohn-Sham gap (spin up / spin down), eV: 6.1 / 6.1